No. 1
62
Properties=species:S:1:pos:R:3:nbo_charge:R:1 method="wB97M-V/def2-TZVPD" homo_ev=-8.61 relative_energy_ev=18.856 orbital_gap_ev=8.687
C 0.791 1.318 2.911 -0.22
H 0.671 1.371 3.893 0.17
O 0.266 0.301 2.206 -0.53
C -1.206 0.129 2.228 0.18
C -2.049 0.964 2.653 -0.15
C -3.505 0.903 2.844 -0.21
C -4.116 -0.267 2.415 -0.23
C -3.239 -1.097 1.574 -0.24
C -1.895 -0.954 1.588 0.07
C -0.920 -2.081 1.060 -0.25
N -0.270 -1.338 -0.055 -0.44
C 1.029 -1.410 -0.279 0.72
O 1.709 -1.184 -1.258 -0.66
C 1.968 -2.053 0.986 -0.52
C 3.392 -2.071 0.513 -0.28
C 4.176 -1.042 0.978 -0.24
C 5.595 -1.419 0.443 -0.21
C 5.656 -2.538 -0.087 -0.57
S 4.321 -3.256 -0.213 0.59
H 6.537 -2.887 -0.478 0.25
H 6.318 -0.553 0.384 0.21
H 3.826 0.004 1.479 0.23
H 1.648 -3.072 1.124 0.22
H 1.671 -1.544 2.044 0.26
C -0.977 -0.760 -1.416 -0.11
C -2.159 -1.676 -1.463 -0.01
C -3.504 -1.329 -1.450 -0.24
C -4.558 -1.804 -1.773 -0.04
N -4.568 -3.288 -1.912 -0.38
C -3.240 -3.817 -1.967 0.00
C -2.117 -2.942 -1.820 -0.23
H -1.189 -3.551 -1.932 0.21
H -3.193 -4.792 -2.259 0.20
H -5.624 -1.698 -1.767 0.24
H -3.695 -0.172 -1.203 0.26
H -0.293 -0.841 -2.025 0.23
C -1.077 0.597 -1.095 0.65
O -2.089 1.170 -0.213 -0.72
N 0.010 1.274 -1.236 -0.53
H 0.717 0.812 -1.449 0.39
C 0.314 2.570 -0.894 -0.03
H -0.735 3.065 -0.193 0.27
C 1.504 2.857 -0.371 -0.50
C 2.477 3.097 -1.540 -0.45
H 3.324 3.818 -1.320 0.23
H 2.973 2.261 -2.101 0.22
C 1.720 3.987 -2.419 -0.40
H 2.150 4.032 -3.439 0.21
H 1.585 5.193 -2.146 0.19
C 0.147 3.459 -2.359 -0.37
H -0.523 4.142 -2.556 0.19
H 0.222 2.706 -3.266 0.18
H 2.126 2.090 0.060 0.25
H 1.605 3.667 0.379 0.24
H -1.463 -2.949 0.867 0.21
H -0.215 -2.293 2.032 0.26
H -3.685 -2.065 1.197 0.22
H -5.179 -0.253 2.296 0.22
H -4.040 1.865 3.235 0.23
H -1.502 2.020 3.531 0.15
H 1.873 1.082 2.606 0.19
H 0.504 2.245 2.428 0.17


No. 2
16
Properties=species:S:1:pos:R:3:nbo_charge:R:1 method="wB97M-V/def2-TZVPD" smiles=C[C@H]1N[C@H]1[C@H]1CO1 homo_ev=-9.45 relative_energy_ev=3.026 orbital_gap_ev=10.548
C -2.066 -0.274 -0.135 -0.63
C -1.181 0.735 0.558 -0.06
N -0.298 0.339 1.645 -0.57
C 0.294 0.741 0.368 -0.12
C 0.947 -0.297 -0.499 0.02
C 2.384 -0.251 -0.768 -0.10
O 1.851 -1.192 0.150 -0.49
H -2.341 0.068 -1.140 0.22
H -2.987 -0.427 0.436 0.22
H -1.573 -1.248 -0.229 0.21
H -1.658 1.700 0.730 0.20
H -0.257 -0.676 1.729 0.35
H 0.819 1.694 0.420 0.20
H 0.317 -0.793 -1.241 0.19
H 2.766 -0.666 -1.701 0.18
H 2.982 0.545 -0.323 0.18


No. 3
98
Properties=species:S:1:pos:R:3:lowdin_charge:R:1 method="wB97M-V/def2-TZVPD" smiles="O=C1OC[C@@H](F)O1.O=C1OC[C@@H](F)O1.O=C1OC[C@@H](F)O1.O=C1OC[C@@H](F)O1.O=C1OC[C@@H](F)O1.O=C1OC[C@@H](F)O1.O=C1OC[C@@H](F)O1.C[N+](=O)[O-].C[N+](=O)[O-].C[N+](=O)[O-].C[N+](=O)[O-]" homo_ev=-10.08 relative_energy_ev=0.464 orbital_gap_ev=8.536
O -19.695 -11.410 -17.758 0.19
C -19.298 -11.820 -18.794 -0.54
O -19.368 -11.157 -19.944 0.05
C -18.847 -11.886 -21.045 -0.03
C -18.261 -13.113 -20.301 -0.30
F -16.891 -12.980 -20.297 0.04
O -18.812 -13.076 -19.043 0.16
H -19.681 -12.198 -21.671 0.14
H -18.056 -11.354 -21.564 0.13
H -18.463 -14.082 -20.756 0.17
O -15.862 -6.668 -17.162 0.21
C -15.115 -6.291 -18.002 -0.55
O -14.018 -5.549 -17.767 0.10
C -13.229 -5.490 -18.940 -0.07
C -13.744 -6.659 -19.750 -0.28
F -13.126 -7.770 -19.246 0.07
O -15.106 -6.698 -19.323 0.08
H -13.298 -4.525 -19.439 0.14
H -12.189 -5.714 -18.705 0.15
H -13.655 -6.514 -20.822 0.17
O -20.047 -4.888 -16.609 0.19
C -19.382 -4.395 -17.463 -0.51
O -18.709 -5.036 -18.439 0.05
C -17.860 -4.128 -19.076 -0.07
C -18.627 -2.840 -18.882 -0.31
F -19.520 -2.583 -19.872 0.09
O -19.302 -3.050 -17.668 0.15
H -16.839 -4.175 -18.689 0.14
H -17.808 -4.340 -20.146 0.13
H -17.948 -1.995 -18.750 0.17
O -25.202 -12.022 -14.558 0.17
C -24.377 -11.335 -15.085 -0.57
O -24.217 -10.034 -14.892 0.08
C -23.625 -9.478 -16.066 -0.06
C -22.663 -10.646 -16.331 -0.29
F -21.611 -10.479 -15.474 0.06
O -23.435 -11.775 -15.956 0.13
H -24.373 -9.403 -16.856 0.14
H -23.084 -8.554 -15.902 0.11
H -22.333 -10.695 -17.367 0.16
O -23.209 -7.682 -18.998 0.18
C -22.432 -7.481 -19.867 -0.55
O -22.288 -8.305 -20.921 0.08
C -20.962 -8.153 -21.434 -0.05
C -20.651 -6.710 -21.008 -0.30
F -21.158 -5.857 -21.954 0.06
O -21.423 -6.582 -19.853 0.13
H -20.314 -8.905 -20.988 0.11
H -20.954 -8.236 -22.520 0.14
H -19.593 -6.502 -20.881 0.12
O -15.472 -12.735 -16.099 0.18
C -15.162 -11.909 -16.897 -0.54
O -14.249 -12.084 -17.862 0.08
C -13.964 -10.849 -18.491 -0.05
C -15.293 -10.159 -18.257 -0.31
F -16.220 -10.484 -19.194 0.08
O -15.724 -10.684 -17.024 0.13
H -13.143 -10.407 -17.917 0.15
H -13.622 -10.894 -19.523 0.14
H -15.088 -9.091 -18.192 0.14
O -20.993 -4.690 -10.714 0.18
C -21.145 -5.644 -11.402 -0.55
O -21.415 -5.555 -12.716 0.09
C -21.718 -6.814 -13.256 -0.08
C -21.186 -7.790 -12.191 -0.26
F -19.974 -8.266 -12.619 0.04
O -20.996 -6.948 -11.071 0.15
H -22.788 -7.007 -13.340 0.12
H -21.210 -7.080 -14.181 0.11
H -21.811 -8.674 -12.087 0.17
C -17.741 -11.175 -14.393 0.03
N -17.669 -10.568 -13.062 -0.45
O -16.917 -9.628 -12.903 0.06
O -18.331 -11.069 -12.186 0.07
H -17.454 -10.465 -15.163 0.07
H -18.761 -11.468 -14.631 0.10
H -17.099 -12.043 -14.518 0.09
C -16.528 -8.465 -22.518 0.07
N -17.358 -7.525 -21.680 -0.40
O -18.027 -8.097 -20.839 0.05
O -17.198 -6.326 -21.794 0.08
H -17.070 -9.176 -23.135 0.10
H -15.792 -8.889 -21.844 0.10
H -16.096 -7.796 -23.265 0.10
C -23.336 -5.179 -16.399 0.05
N -24.400 -6.056 -15.826 -0.42
O -24.543 -6.060 -14.619 0.06
O -24.916 -6.836 -16.588 0.06
H -23.413 -5.197 -17.481 0.09
H -22.338 -5.545 -16.154 0.07
H -23.428 -4.183 -15.973 0.10
C -18.865 -8.315 -17.661 0.06
N -19.872 -8.158 -16.570 -0.40
O -20.977 -7.845 -16.964 0.05
O -19.562 -8.486 -15.448 0.09
H -18.609 -7.286 -17.885 0.08
H -19.440 -8.622 -18.530 0.08
H -18.095 -9.013 -17.361 0.09